Record 1
25
Properties=species:S:1:pos:R:3:nbo_charge:R:1 method="wB97M-V/def2-TZVPD" total_charge=0 homo_ev=-8.9 e_above_lowest_kcal_mol=26.0 smiles=C[C@@H]1CN[C@H]1C.c1nncnn1 lumo_ev=-1.08
C -4.00 -1.23 -0.11 -0.61
C -2.82 -0.48 0.46 -0.23
C -3.01 1.05 0.57 -0.22
C -1.70 -0.15 -0.57 -0.04
C -0.29 -0.23 -0.02 -0.64
C 2.93 -0.68 -0.97 0.16
C 2.39 0.67 1.08 0.17
H -4.36 -0.75 -1.03 0.21
H -3.74 -2.27 -0.37 0.21
H -4.84 -1.27 0.60 0.21
H -2.45 -0.97 1.37 0.20
H -2.53 1.48 1.46 0.17
H -4.05 1.41 0.53 0.18
H -1.57 1.96 -0.68 0.35
H -1.77 -0.71 -1.52 0.18
H 0.02 -1.27 0.13 0.22
H 0.43 0.25 -0.74 0.21
H -0.22 0.29 0.94 0.20
H 3.17 -1.27 -1.87 0.20
H 2.15 1.23 1.96 0.20
N -2.26 1.22 -0.69 -0.62
N 2.64 0.60 -1.16 -0.19
N 2.36 1.31 -0.09 -0.18
N 2.69 -0.62 1.27 -0.18
N 2.97 -1.33 0.19 -0.18

***

Record 2
11
Properties=species:S:1:pos:R:3:nbo_charge:R:1 method="wB97M-V/def2-TZVPD" total_charge=0 homo_ev=-8.7 e_above_lowest_kcal_mol=104.3 lumo_ev=-0.83
C 1.19 0.96 0.17 -0.14
C -1.53 -0.46 -1.46 -0.09
H 0.71 -0.28 3.93 0.14
H 1.87 1.67 0.50 0.20
H 0.11 -1.90 -1.20 0.44
H -1.82 0.51 -1.67 0.21
N 0.61 0.27 1.27 -0.56
N -0.19 -0.84 -1.37 -0.77
S 0.89 1.19 2.72 0.15
S 1.10 0.23 -1.52 0.49
S -2.91 -1.34 -1.36 -0.06

***

Record 3
138
Properties=species:S:1:pos:R:3:lowdin_spin:R:1 method="wB97M-V/def2-TZVPD" total_charge=+1 homo_ev="-11.2 / -11.2" multiplicity=2 lumo_ev="-3.06 / -8.14"
C -1.48 -0.39 1.04 0.06
S 0.07 -1.13 0.36 0.28
O -0.27 -2.20 -0.67 0.56
C 0.69 0.42 -0.39 0.06
H -2.01 -1.18 1.58 0.00
H -2.09 0.04 0.25 0.01
H -1.24 0.41 1.74 0.00
H -0.07 0.78 -1.09 0.01
H 1.56 0.08 -0.96 0.00
H 0.90 1.21 0.32 0.00
C -3.94 4.49 0.20 0.00
S -3.82 3.03 -0.97 0.00
O -2.41 2.51 -0.85 0.00
C -4.96 1.76 -0.27 0.00
H -3.26 5.23 -0.23 0.00
H -3.66 4.31 1.23 0.00
H -4.95 4.88 0.13 0.00
H -4.47 1.28 0.59 0.00
H -4.97 1.05 -1.09 0.00
H -5.94 2.16 -0.01 0.00
C -2.54 -6.40 0.94 0.00
S -3.45 -4.91 1.44 0.00
O -2.88 -4.50 2.82 0.00
C -2.74 -3.80 0.09 0.00
H -1.47 -6.30 0.75 0.00
H -2.96 -6.96 0.10 0.00
H -2.54 -7.08 1.79 0.00
H -2.88 -4.19 -0.92 0.00
H -1.65 -3.78 0.20 0.00
H -3.05 -2.77 0.27 0.00
C -2.97 2.43 3.87 0.00
C -3.50 1.15 4.12 0.00
C -4.08 0.85 5.31 0.00
C -4.17 1.80 6.27 0.00
C -3.63 3.06 6.09 0.00
C -3.00 3.38 4.89 0.00
H -2.66 2.59 2.85 0.00
H -3.29 0.45 3.32 0.00
H -4.43 -0.16 5.35 0.00
H -4.85 1.68 7.10 0.00
H -3.90 3.84 6.78 0.00
H -2.53 4.35 4.87 0.00
C 1.36 -6.53 -1.08 0.00
C 0.65 -7.67 -1.49 0.00
C -0.50 -7.49 -2.21 0.00
C -1.16 -6.28 -2.41 0.00
C -0.47 -5.16 -1.98 0.00
C 0.81 -5.25 -1.41 0.00
H 2.32 -6.62 -0.61 0.00
H 1.05 -8.67 -1.37 0.00
H -0.98 -8.39 -2.57 0.00
H -2.09 -6.13 -2.94 0.00
H -0.89 -4.18 -2.15 0.00
H 1.39 -4.37 -1.20 0.00
C -2.95 -1.23 -3.86 0.00
C -3.06 -1.32 -5.22 0.00
C -3.07 -0.17 -6.03 0.00
C -2.95 1.12 -5.41 0.00
C -2.98 1.13 -4.03 0.00
C -3.02 -0.01 -3.29 0.00
H -3.07 -2.08 -3.22 0.00
H -3.09 -2.28 -5.71 0.00
H -3.21 -0.31 -7.09 0.00
H -2.99 1.97 -6.07 0.00
H -2.94 2.03 -3.44 0.00
H -2.94 0.06 -2.22 0.00
C 0.52 0.48 4.51 0.00
C 1.55 -0.26 3.95 0.00
C 2.82 -0.05 4.40 0.00
C 3.08 0.85 5.41 0.00
C 2.10 1.62 5.92 0.00
C 0.80 1.46 5.47 0.00
H -0.50 0.39 4.17 0.00
H 1.41 -0.86 3.06 0.00
H 3.66 -0.61 4.02 0.00
H 4.07 1.03 5.80 0.00
H 2.38 2.30 6.71 0.00
H 0.01 1.97 6.00 0.00
C 3.51 2.41 0.14 0.00
C 3.90 1.38 1.00 0.00
C 4.91 1.61 1.93 0.00
C 5.45 2.90 2.07 0.00
C 5.00 3.95 1.27 0.00
C 4.02 3.70 0.35 0.00
H 2.79 2.31 -0.67 0.00
H 3.44 0.42 0.82 0.00
H 5.10 0.91 2.72 0.00
H 6.17 3.09 2.85 0.00
H 5.39 4.95 1.32 0.00
H 3.60 4.56 -0.15 0.00
O 3.54 -1.47 -3.39 0.00
C 2.61 -1.98 -3.98 0.00
O 2.80 -3.21 -4.34 0.00
C 1.60 -3.72 -4.99 0.00
C 0.58 -2.63 -4.74 0.00
C 1.16 -1.45 -4.06 0.00
H 1.45 -4.64 -4.43 0.00
H 1.87 -3.83 -6.04 0.00
H -0.28 -3.01 -4.19 0.00
H 0.26 -2.33 -5.74 0.00
H 0.88 -1.23 -3.03 0.00
H 1.07 -0.53 -4.63 0.00
O -0.93 6.72 2.21 0.00
C -0.38 5.58 2.25 0.00
O 0.60 5.35 3.11 0.00
C 1.27 4.15 2.94 0.00
C 0.63 3.48 1.70 0.00
C -0.62 4.40 1.45 0.00
H 1.15 3.45 3.78 0.00
H 2.36 4.14 2.87 0.00
H 0.38 2.45 1.94 0.00
H 1.44 3.55 0.98 0.00
H -1.57 3.96 1.75 0.00
H -0.78 4.69 0.41 0.00
O 6.45 -2.58 -0.85 0.00
C 5.46 -2.81 -0.18 0.00
O 5.29 -2.32 1.11 0.00
C 4.03 -2.60 1.65 0.00
C 3.21 -2.88 0.37 0.00
C 4.14 -3.51 -0.65 0.00
H 3.79 -1.76 2.30 0.00
H 4.18 -3.51 2.24 0.00
H 2.88 -1.90 0.01 0.00
H 2.36 -3.53 0.59 0.00
H 3.89 -3.25 -1.68 0.00
H 4.23 -4.57 -0.44 0.00
O 2.65 4.49 -2.31 0.00
C 1.66 4.35 -3.02 0.00
O 1.64 3.45 -4.11 0.00
C 0.34 3.11 -4.55 0.00
C -0.56 3.62 -3.42 0.00
C 0.23 4.76 -2.74 0.00
H 0.10 2.05 -4.64 0.00
H 0.18 3.74 -5.42 0.00
H -0.93 2.91 -2.69 0.00
H -1.43 4.08 -3.89 0.00
H 0.12 4.88 -1.66 0.00
H 0.06 5.77 -3.12 0.00

***

Short version: max |F| = 0.0233, 0.1503, 0.1173 hartree/bohr, in the order given.
Short version: energy = -14916.7803, -37619.8994, -110106.1982 eV, in the order given.